Computed, not measured: C4H3N in the gas phase at a distorted geometry, with the ωB97M-V functional and the def2-TZVPD basis.

Geometry as XYZ:
```
8
Properties=species:S:1:pos:R:3:forces:R:3
C 1.7018 0.7776 0.0727 -0.581 -0.213 0.162
C 0.6518 -0.0966 -0.0179 0.330 0.172 -0.071
C -0.6159 -0.4070 -0.3804 -0.143 -0.050 0.069
C -1.7633 0.3985 -0.1294 -0.723 0.566 0.201
N -2.7326 0.9826 0.1280 0.958 -0.471 -0.333
H 2.3069 0.7758 0.9890 -0.215 -0.078 -0.058
H 1.2518 -1.0236 0.0974 0.469 -0.056 -0.222
H -0.8004 -1.4074 -0.7594 -0.095 0.131 0.252
```
Positions in Å, forces in eV/Å.

Results
HOMO level (alpha / beta) = -9.0872 / -8.9681 eV
Multiplicity = 1
LUMO energy (alpha / beta) = -1.74 / -1.39 eV
Relative energy (zero: lowest compared OMol25 entry of this formula, charge and spin) = 298.88 kJ/mol

The Mulliken scheme yields these atomic charges, measured in e: atom 1 (C): -0.345, atom 2 (C): 0.038, atom 3 (C): -0.344, atom 4 (C): 0.259, atom 5 (N): -0.370, atom 6 (H): 0.225, atom 7 (H): 0.229, atom 8 (H): 0.308